ORCA calculation (the ωB97M-V functional and the def2-TZVPD basis) on 2 unconnected molecules or ions with the total composition C5H11N3OS2 in a non-equilibrium geometry.

Bonds (Å) are listed after each position.
Element x y z (Å)
1 C -0.9325 -0.6886 -1.3791  N8 1.320, S10 1.718
2 C 1.5393 -0.1257 1.4379  N6 1.408, N7 1.387, O9 1.253
3 C -2.0021 1.4954 -1.1275  N8 1.420, H12 1.123, H13 1.163, H14 1.088
4 C 0.2708 1.4766 -1.5605  N8 1.459, H15 1.090, H16 1.058, H17 1.043
5 C -0.5079 -1.2384 1.4072  N7 1.276, S11 1.790, H18 1.085
6 N 2.8941 -0.3191 1.7675  C2 1.408, H19 0.993, H20 0.974
7 N 0.6308 -1.0412 1.9478  C2 1.387, C5 1.276
8 N -0.9006 0.6307 -1.3613  C1 1.320, C3 1.420, C4 1.459
9 O 1.1250 0.8487 0.7677  C2 1.253
10 S 0.4434 -1.6411 -1.7657  C1 1.718, H21 1.469
11 S -1.6923 -2.4181 2.0480  C5 1.790, H22 1.286
12 H -1.7245 2.4495 -0.6049  C3 1.123
13 H -2.6332 1.8100 -2.0522  C3 1.163
14 H -2.7468 1.0361 -0.4812  C3 1.088
15 H 1.1508 0.9209 -1.2373  C4 1.090
16 H 0.2329 1.9590 -2.5009  C4 1.058
17 H 0.2035 2.2718 -0.8890  C4 1.043
18 H -0.9333 -0.5878 0.6500  C5 1.085
19 H 3.0943 -1.0217 2.4407  N6 0.993
20 H 3.5280 0.2412 1.2838  N6 0.974
21 H -0.0565 -3.0216 -1.7154  S10 1.469
22 H -0.9830 -3.0366 2.9243  S11 1.286

## Properties
E_tot: -33548.62230 eV
Multiplicity: 1
ΔE to the lowest compared entry with this formula, charge and spin: 79.76 kcal/mol